DFT (wB97M-V/def2-TZVPD) results for C12H29BrCuN2O6P as an isolated structure at a distorted geometry.

CARTESIAN COORDINATES (ANGSTROEM)
Cu: 1.415 1.238 0.838
Br: 0.353 2.903 2.662
C: 2.231 3.175 -1.667
O: 1.784 2.195 -1.089
N: 1.638 4.379 -1.733
C: 2.286 5.442 -2.484
C: 0.270 4.529 -1.330
H: 3.228 3.180 -2.135
H: 3.306 5.252 -2.803
H: 2.296 6.358 -1.891
H: 1.706 5.655 -3.388
H: 0.008 5.531 -0.979
H: -0.495 4.312 -2.081
H: 0.062 3.918 -0.450
C: 2.203 -0.689 3.321
O: 2.229 -0.317 2.156
N: 2.224 -1.962 3.713
C: 1.863 -2.332 5.080
C: 2.209 -3.010 2.717
H: 2.188 0.044 4.141
H: 0.783 -2.440 5.194
H: 2.255 -1.655 5.832
H: 2.312 -3.315 5.230
H: 3.204 -3.376 2.448
H: 1.627 -3.856 3.082
H: 1.789 -2.669 1.771
C: 0.281 -4.579 -1.972
C: -0.535 -3.543 -1.212
O: -0.367 -2.236 -1.754
P: -0.893 -0.980 -0.935
O: -0.113 -0.729 0.302
O: -0.868 0.134 -2.063
C: -1.816 1.224 -2.081
C: -2.886 0.922 -3.086
O: -2.460 -1.232 -0.696
C: -2.930 -1.485 0.651
C: -3.258 -0.200 1.368
H: -0.162 -4.841 -2.936
H: 1.294 -4.209 -2.117
H: 0.257 -5.528 -1.436
H: -1.595 -3.792 -1.274
H: -0.183 -3.569 -0.179
H: -2.143 1.380 -1.047
H: -1.247 2.123 -2.316
H: -3.644 1.699 -3.230
H: -2.360 0.685 -4.012
H: -3.568 0.102 -2.845
H: -3.787 -2.160 0.586
H: -2.152 -2.040 1.183
H: -3.662 0.633 0.805
H: -3.827 -0.434 2.276
H: -2.348 0.166 1.864

Strongest force on any atom in eV Å⁻¹: 2.1
Molar mass in g mol⁻¹: 471.8
Total charge: 0

In elementary charge units, the natural (NBO) charges are: Cu 0.87; Br -0.91; C 0.56; O -0.70; N -0.41; C -0.41; C -0.44; H 0.12; H 0.22; H 0.21; H 0.19; H 0.22; H 0.19; H 0.27; C 0.56; O -0.69; N -0.42; C -0.40; C -0.43; H 0.14; H 0.20; H 0.22; H 0.20; H 0.20; H 0.20; H 0.24; C -0.62; C -0.07; O -0.81; P 2.59; O -1.13; O -0.81; C -0.06; C -0.65; O -0.83; C -0.06; C -0.66; H 0.21; H 0.22; H 0.21; H 0.18; H 0.18; H 0.19; H 0.19; H 0.22; H 0.22; H 0.23; H 0.18; H 0.19; H 0.22; H 0.22; H 0.25

DFT (wB97M-V/def2-TZVPD) results for a 2-piece molecular cluster, C12H29BrN9O2S overall.

CARTESIAN COORDINATES (ANGSTROEM)
C: -2.357 0.125 -1.350
N: -0.903 -0.121 -1.462
C: -0.314 -0.236 -0.142
N: 1.086 -0.710 -0.153
C: 1.204 -2.183 0.033
C: 1.051 -2.615 1.510
N: 1.459 -1.539 2.408
N: 1.820 -3.858 1.584
N: -0.296 -2.970 1.912
C: 1.869 -0.275 -1.187
N: 2.601 0.776 -1.033
C: 2.680 1.589 0.185
C: 1.458 2.487 0.437
S: 0.759 2.306 2.109
C: 2.196 2.565 3.040
N: 3.175 1.720 3.220
N: 4.095 2.352 4.035
C: 3.588 3.512 4.297
O: 2.407 3.733 3.705
N: 1.960 -1.013 -2.397
C: 3.236 -1.785 -2.547
Br: 1.638 0.084 -3.881
H: -2.794 -0.476 -0.559
H: -2.551 1.169 -1.095
H: -2.857 -0.075 -2.287
H: -0.530 0.706 -1.917
H: -0.408 0.684 0.441
H: -0.870 -0.992 0.396
H: 2.187 -2.482 -0.307
H: 0.451 -2.685 -0.570
H: 1.543 -1.945 3.334
H: 2.388 -1.207 2.176
H: 2.800 -3.697 1.394
H: 1.699 -4.273 2.498
H: -0.757 -2.164 2.311
H: -0.853 -3.308 1.140
H: 3.199 1.043 -1.805
H: 3.552 2.224 0.079
H: 2.874 0.926 1.019
H: 0.659 2.307 -0.274
H: 1.752 3.524 0.312
H: 4.040 4.254 4.927
H: 3.772 -1.809 -1.605
H: 3.868 -1.322 -3.298
H: 2.989 -2.791 -2.864
C: -7.297 1.223 -1.313
C: -6.571 1.023 -2.629
O: -5.281 0.432 -2.446
H: -6.708 1.851 -0.644
H: -8.267 1.695 -1.470
H: -7.462 0.266 -0.812
H: -6.395 1.979 -3.119
H: -7.166 0.402 -3.305
H: -5.417 -0.425 -2.029

Strongest force on any atom in eV Å⁻¹: 1.0
Molar mass in g mol⁻¹: 443.4
Total charge: +1

In elementary charge units, the natural (NBO) charges are: C -0.42; N -0.64; C -0.04; N -0.50; C -0.24; C 0.40; N -0.85; N -0.84; N -0.84; C 0.80; N -0.47; C -0.26; C -0.54; S 0.31; C 0.24; N -0.30; N -0.28; C 0.30; O -0.39; N -0.56; C -0.43; Br 0.25; H 0.19; H 0.18; H 0.24; H 0.34; H 0.17; H 0.22; H 0.20; H 0.22; H 0.37; H 0.36; H 0.35; H 0.38; H 0.37; H 0.37; H 0.43; H 0.23; H 0.27; H 0.24; H 0.24; H 0.22; H 0.21; H 0.22; H 0.24; C -0.63; C -0.06; O -0.73; H 0.21; H 0.22; H 0.20; H 0.18; H 0.16; H 0.46

DFT (wB97M-V/def2-TZVPD) results for C12H29IrN4O7P as an isolated structure at a distorted geometry.

CARTESIAN COORDINATES (ANGSTROEM)
O: -0.283 -0.894 -3.390
H: -0.323 -0.865 -4.381
Ir: -0.069 0.289 -0.704
N: 1.472 -0.849 -1.191
N: -0.576 -1.464 0.132
N: 0.970 1.752 -0.019
N: -1.407 1.230 0.410
O: 2.620 -0.372 -1.540
O: 2.319 1.862 -0.017
O: -2.429 0.633 1.016
O: -1.464 -1.663 1.075
C: 0.086 -2.542 -0.372
C: 1.282 -2.195 -1.037
C: 0.297 2.766 0.565
C: -1.078 2.482 0.805
C: 2.327 -3.106 -1.539
H: 2.223 -3.183 -2.632
H: 2.165 -4.085 -1.061
H: 3.324 -2.718 -1.293
C: -0.467 -3.919 -0.179
H: -1.522 -3.968 -0.506
H: -0.400 -4.228 0.877
H: 0.084 -4.649 -0.791
C: 1.053 4.015 0.814
C: -2.021 3.313 1.611
H: 1.649 4.216 -0.092
H: 1.741 3.991 1.677
H: 0.328 4.818 0.988
H: -2.934 2.796 1.932
H: -2.338 4.193 1.031
H: -1.514 3.702 2.508
H: 2.617 1.047 -0.534
H: -2.075 -0.445 1.115
C: -1.994 -0.653 -2.558
H: -2.168 -1.741 -2.477
H: -2.412 -0.184 -3.466
H: -2.457 -0.127 -1.608
O: 0.501 1.175 -2.396
H: 0.028 0.098 -3.112
H: 0.052 2.049 -2.413
C: 0.571 -2.155 3.502
P: 1.370 -0.578 3.183
C: 0.302 0.703 3.885
C: 2.934 -0.525 4.076
O: 1.558 -0.376 1.694
H: 1.239 -2.961 3.174
H: -0.357 -2.203 2.918
H: 0.366 -2.251 4.576
H: 0.320 0.659 4.985
H: 0.660 1.686 3.556
H: -0.730 0.568 3.533
H: 3.580 -1.340 3.727
H: 3.429 0.432 3.873
H: 2.768 -0.626 5.157

Spin multiplicity: 5
<S²>: 6.09
Strongest force on any atom in eV Å⁻¹: 4.6
Molar mass in g mol⁻¹: 564.6
Total charge: +1

In elementary charge units, the natural (NBO) charges are: O -0.90; H 0.49; Ir 1.35; N -0.05; N -0.04; N -0.10; N -0.09; O -0.34; O -0.49; O -0.52; O -0.43; C 0.14; C 0.28; C 0.22; C 0.17; C -0.68; H 0.27; H 0.24; H 0.27; C -0.67; H 0.26; H 0.25; H 0.24; C -0.68; C -0.68; H 0.27; H 0.26; H 0.24; H 0.27; H 0.25; H 0.24; H 0.52; H 0.49; C -0.68; H 0.18; H 0.19; H 0.17; O -0.95; H 0.50; H 0.48; C -1.03; P 1.94; C -1.02; C -1.01; O -1.16; H 0.25; H 0.27; H 0.25; H 0.26; H 0.25; H 0.25; H 0.26; H 0.26; H 0.25

DFT (wB97M-V/def2-TZVPD) results for a 3-piece molecular cluster, C12H29N2O4 overall.

CARTESIAN COORDINATES (ANGSTROEM)
C: 1.070 1.141 -0.750
C: 0.294 2.372 -1.258
N: -0.476 3.033 -0.208
N: -1.869 3.187 -0.615
C: -2.670 2.045 -0.113
C: -3.879 1.744 -1.021
O: -4.036 0.547 -1.344
O: -4.588 2.747 -1.305
H: 2.125 1.371 -0.606
H: 0.955 0.312 -1.445
H: 0.645 0.846 0.206
H: 0.990 3.064 -1.741
H: -0.420 2.057 -2.015
H: -0.103 3.950 -0.018
H: -2.196 4.020 -0.146
H: -3.076 2.261 0.880
H: -2.021 1.179 -0.027
C: 0.395 -4.085 -2.722
C: 0.612 -2.779 -3.468
O: 1.597 -1.944 -2.888
C: 2.902 -2.473 -2.812
C: 3.518 -2.797 -4.164
H: 0.192 -3.889 -1.669
H: -0.457 -4.616 -3.147
H: 1.264 -4.745 -2.785
H: -0.304 -2.189 -3.443
H: 0.841 -2.972 -4.523
H: 2.927 -3.355 -2.161
H: 3.490 -1.698 -2.319
H: 3.007 -3.625 -4.659
H: 4.564 -3.081 -4.039
H: 3.468 -1.929 -4.822
C: -1.453 -0.957 4.368
C: -0.892 -0.193 3.179
O: -1.247 1.172 3.155
C: -0.806 1.958 4.236
C: 0.708 2.015 4.378
H: -2.532 -0.817 4.432
H: -1.245 -2.022 4.257
H: -1.011 -0.631 5.313
H: -1.301 -0.601 2.255
H: 0.198 -0.312 3.126
H: -1.266 1.627 5.177
H: -1.189 2.958 4.029
H: 1.129 1.050 4.664
H: 0.985 2.738 5.147
H: 1.161 2.315 3.433

Strongest force on any atom in eV Å⁻¹: 0.6
Molar mass in g mol⁻¹: 265.4
Total charge: -1

In elementary charge units, the natural (NBO) charges are: C -0.63; C -0.24; N -0.51; N -0.47; C -0.34; C 0.75; O -0.79; O -0.80; H 0.18; H 0.22; H 0.22; H 0.16; H 0.21; H 0.34; H 0.34; H 0.17; H 0.19; C -0.64; C -0.07; O -0.53; C -0.06; C -0.64; H 0.22; H 0.22; H 0.19; H 0.21; H 0.15; H 0.15; H 0.19; H 0.20; H 0.21; H 0.21; C -0.64; C -0.07; O -0.52; C -0.06; C -0.65; H 0.22; H 0.21; H 0.19; H 0.20; H 0.15; H 0.15; H 0.19; H 0.20; H 0.20; H 0.22

DFT (wB97M-V/def2-TZVPD) results for a 2-piece molecular cluster, C12H29N3O5P overall at a distorted geometry.

CARTESIAN COORDINATES (ANGSTROEM)
C: -2.960 3.591 -1.011
C: -4.253 2.879 -1.577
O: -4.602 3.292 -2.921
C: -4.248 2.302 -3.864
N: -2.743 2.308 -3.995
C: -2.111 1.201 -3.613
N: -1.077 0.995 -2.658
C: -0.532 -0.341 -3.094
C: -1.950 -1.049 -3.259
N: -2.546 -0.046 -4.206
H: -2.109 3.368 -1.705
H: -2.729 3.156 -0.004
H: -3.153 4.697 -0.945
H: -4.084 1.757 -1.514
H: -5.129 3.095 -0.912
H: -4.645 1.298 -3.574
H: -4.655 2.579 -4.868
H: -2.271 3.116 -4.402
H: -0.389 1.741 -2.536
H: -0.122 -0.144 -4.127
H: 0.220 -0.828 -2.428
H: -1.957 -2.121 -3.568
H: -2.459 -0.770 -2.298
H: -2.040 -0.157 -5.094
O: 1.266 -0.128 3.337
P: 2.305 -1.131 2.843
O: 3.437 -0.074 2.264
C: 4.269 0.599 3.205
C: 5.253 -0.346 3.872
O: 1.556 -1.530 1.412
C: 0.170 -1.273 1.231
C: -0.057 0.101 0.620
O: 3.373 -2.427 2.533
C: 3.223 -3.567 3.395
C: 1.841 -4.188 3.296
H: 3.651 1.107 3.952
H: 4.818 1.365 2.653
H: 4.734 -1.056 4.524
H: 5.966 0.211 4.485
H: 5.804 -0.924 3.129
H: -0.371 -1.383 2.173
H: -0.222 -2.038 0.555
H: 0.544 0.877 1.097
H: -1.111 0.386 0.688
H: 0.230 0.092 -0.434
H: 3.432 -3.265 4.425
H: 3.980 -4.296 3.102
H: 1.067 -3.495 3.645
H: 1.782 -5.090 3.908
H: 1.603 -4.443 2.262

Strongest force on any atom in eV Å⁻¹: 8.4
Molar mass in g mol⁻¹: 326.4
Total charge: +1

In elementary charge units, the natural (NBO) charges are: C -0.63; C -0.08; O -0.50; C 0.09; N -0.63; C 0.73; N -0.55; C -0.24; C -0.24; N -0.61; H 0.18; H 0.23; H 0.24; H 0.16; H 0.22; H 0.21; H 0.22; H 0.45; H 0.44; H 0.19; H 0.26; H 0.26; H 0.22; H 0.41; O -0.95; P 2.35; O -0.79; C -0.07; C -0.63; O -0.81; C -0.06; C -0.63; O -0.69; C -0.08; C -0.64; H 0.18; H 0.19; H 0.19; H 0.22; H 0.22; H 0.20; H 0.17; H 0.24; H 0.20; H 0.17; H 0.17; H 0.20; H 0.20; H 0.23; H 0.22

| no. | E_tot (eV) |
| --- | --- |
| 1 | -152154.2195 |
| 2 | -111288.6618 |
| 3 | -45318.2170 |
| 4 | -24083.4430 |
| 5 | -36902.4459 |